196
Properties=species:S:1:pos:R:3:forces:R:3:mulliken_spin:R:1 method="wB97M-V/def2-TZVPD" multiplicity=2 lumo_energy_ev="-4.984 / -8.739" total_charge=+1 mol_weight_da=1723.6 e_tot_ha=-6114.479556 homo_ha="-0.401 / -0.401" relative_energy_kcal_mol=7.3
C 2.875741 -14.905995 -8.132015 -0.70 0.15 1.05 0.002
C 3.189591 -14.747794 -6.763042 -1.17 -0.07 -2.20 0.000
C 2.264184 -15.175028 -5.838809 -0.35 -0.12 1.09 0.001
C 1.066282 -15.845962 -6.182346 1.39 0.30 -0.87 0.001
C 0.777547 -15.987719 -7.556778 -0.33 -0.56 0.84 0.001
C 1.654344 -15.524657 -8.524155 1.97 0.76 0.59 -0.002
N 0.256076 -16.445733 -5.075041 -1.23 0.18 0.91 0.000
O 0.305695 -15.828713 -3.998326 -0.01 -1.17 -1.74 0.000
O -0.442297 -17.456488 -5.275435 1.66 1.96 -0.02 0.000
H 3.569206 -14.402519 -8.789296 -0.09 -0.50 -0.68 0.001
H 4.098213 -14.216020 -6.522197 -0.03 -0.14 0.43 0.000
H 2.533945 -14.899679 -4.829937 -0.49 -0.62 0.40 0.000
H -0.119960 -16.472364 -7.911762 -0.19 -0.28 0.28 0.000
H 1.494921 -15.709633 -9.576188 -0.33 0.10 -0.02 0.000
C -1.289884 -12.632009 -9.923284 0.94 -0.19 -0.07 0.054
C -1.743614 -11.411064 -10.535317 0.27 1.33 0.97 0.164
C -1.012744 -10.229510 -10.357499 0.47 -0.74 1.42 0.003
C 0.139765 -10.254419 -9.507594 -0.84 0.28 -2.30 0.301
C 0.608591 -11.443178 -8.896609 -1.33 -2.93 -0.82 0.195
C -0.116610 -12.644371 -9.184855 0.63 1.67 0.82 -0.057
N 0.966251 -9.033175 -9.456914 -0.52 0.65 0.88 -0.020
O 1.048178 -8.314207 -10.410901 -0.13 -0.36 -0.80 -0.013
O 1.406964 -8.786047 -8.357186 0.25 -0.49 0.56 0.096
H -1.806706 -13.567195 -10.080552 -0.31 0.05 -0.06 0.190
H -2.736746 -11.356018 -10.956120 0.15 -0.19 -0.48 0.037
H -1.393465 -9.284061 -10.714671 0.25 0.01 -0.26 0.006
H 1.498311 -11.661442 -8.324632 0.27 1.06 0.14 -0.003
H 0.287753 -13.536168 -8.729215 -0.19 -0.27 -0.15 0.017
C -0.738533 -13.367720 -18.544025 0.75 0.59 -0.96 0.000
C -0.477171 -14.264734 -17.553434 -0.36 0.62 1.45 0.000
C -0.756829 -13.849345 -16.247419 -0.07 0.66 0.96 0.000
C -1.218109 -12.537548 -15.941764 0.41 -1.56 -1.74 0.001
C -1.417586 -11.640597 -17.024139 0.01 0.30 3.05 0.000
C -1.098931 -12.040049 -18.259792 -0.31 -0.94 -2.03 0.000
N -1.561880 -12.139667 -14.584438 -1.25 -0.18 1.43 0.001
O -1.571927 -12.945529 -13.649473 0.74 -0.56 -0.96 0.003
O -1.976848 -11.015510 -14.381396 0.48 0.69 -0.83 0.000
H -0.546191 -13.660159 -19.565733 -0.01 0.11 -0.21 0.000
H -0.019443 -15.236110 -17.668884 -0.26 -0.06 -0.37 0.000
H -0.572552 -14.605861 -15.499005 -0.12 0.33 0.54 0.000
H -1.785560 -10.645285 -16.823294 0.07 0.06 0.03 0.000
H -1.215154 -11.340065 -19.073991 -0.01 -0.02 -0.13 0.000
C -6.253368 -14.957578 -20.022370 -1.06 -0.27 1.15 0.000
C -4.918719 -14.711598 -20.009962 0.83 0.18 0.54 0.000
C -4.097909 -15.411672 -19.130843 0.38 -0.07 -0.05 0.000
C -4.603479 -16.457769 -18.338939 0.50 1.52 -0.49 0.000
C -5.973522 -16.676997 -18.301731 -0.02 -0.08 -0.03 0.000
C -6.776895 -15.890199 -19.114059 -0.35 0.37 -0.73 0.000
N -3.714031 -17.164887 -17.410524 2.50 -0.40 1.72 0.000
O -4.049338 -18.251740 -16.980325 -0.91 0.19 -0.57 0.000
O -2.609810 -16.687753 -17.033061 -2.19 0.34 -1.51 0.000
H -6.915833 -14.282916 -20.544274 -0.15 -0.26 -0.30 0.000
H -4.547214 -13.852442 -20.548708 0.35 -0.15 -0.19 0.000
H -3.088306 -15.030784 -19.085747 0.33 -0.62 0.35 0.000
H -6.382642 -17.395912 -17.607332 -0.07 -0.05 -0.03 0.000
H -7.856235 -15.897807 -19.077276 -0.07 -0.56 0.30 0.000
C -1.851359 -16.359617 -13.694310 -0.09 0.52 1.14 0.000
C -1.123688 -17.438551 -14.153125 0.56 -0.37 0.21 0.000
C -0.270354 -18.140173 -13.299978 0.54 0.84 0.80 0.000
C -0.159730 -17.749047 -11.939393 -1.14 -0.30 -1.72 0.000
C -0.967974 -16.720658 -11.460578 0.33 0.47 -0.21 0.000
C -1.745929 -15.960492 -12.348799 0.22 -1.23 -0.16 0.001
N 0.775313 -18.447238 -11.053992 1.15 -1.99 -2.58 0.000
O 1.438671 -19.393991 -11.581288 -1.43 2.22 1.56 0.000
O 0.894220 -18.042568 -9.934737 0.28 0.00 0.79 0.000
H -2.536397 -15.822832 -14.333821 0.10 -0.01 -0.22 -0.001
H -1.169236 -17.731940 -15.191505 -0.10 -0.04 -0.12 0.000
H 0.413763 -18.869272 -13.708394 -0.19 -0.31 0.17 0.000
H -0.921582 -16.485984 -10.407408 -0.07 0.08 0.11 0.001
H -2.321996 -15.120996 -11.988525 -0.10 0.02 0.02 0.002
C -4.863610 -12.200390 -8.838378 0.06 0.00 0.22 0.003
C -4.475766 -12.379978 -7.499857 0.10 -0.54 -1.18 -0.005
C -4.060379 -13.644690 -7.078353 0.82 0.12 -0.39 -0.001
C -3.975340 -14.711575 -8.009407 -0.26 0.50 0.82 0.005
C -4.397197 -14.510899 -9.308326 1.08 -0.71 0.22 -0.001
C -4.835795 -13.265719 -9.719343 -0.43 -0.61 -0.08 0.014
N -3.325818 -16.015903 -7.597193 2.21 -0.17 1.04 0.000
O -2.966230 -16.836808 -8.468718 -1.26 1.65 1.25 0.000
O -2.967749 -16.090189 -6.402597 -1.21 0.03 -2.50 0.001
H -5.144216 -11.224262 -9.205586 -0.20 0.13 0.12 0.003
H -4.421736 -11.506727 -6.866676 -0.07 -0.20 0.32 0.001
H -3.590709 -13.675871 -6.106331 -0.31 -0.63 0.18 0.000
H -4.197330 -15.273110 -10.046884 -0.46 -0.33 -0.03 -0.003
H -5.219616 -13.289977 -10.728544 0.08 0.78 -0.17 0.000
C 5.418602 -20.177313 -9.878469 -0.17 1.13 1.57 0.000
C 6.502181 -19.497469 -9.257983 -1.70 -0.49 -0.44 0.000
C 6.285371 -18.660785 -8.150157 -0.55 -1.06 -0.12 0.000
C 4.961380 -18.545185 -7.640973 0.68 0.10 -0.68 0.000
C 3.881955 -19.088260 -8.355475 0.26 0.40 1.98 0.001
C 4.103816 -19.949799 -9.391619 1.79 -1.15 -1.25 -0.001
N 4.703397 -17.861548 -6.308092 0.73 0.81 -0.74 0.000
O 5.608461 -17.103559 -5.944804 -1.02 -0.80 -0.06 0.000
O 3.652478 -18.037558 -5.709116 0.86 -0.06 -0.76 0.000
H 5.584521 -20.922591 -10.642306 0.07 0.05 -0.08 0.000
H 7.499853 -19.729844 -9.600131 0.14 0.28 0.07 0.000
H 7.214986 -18.325240 -7.714704 -0.48 0.52 0.64 0.000
H 2.902541 -18.938864 -7.925534 -0.20 -0.15 -0.07 0.000
H 3.359859 -20.635434 -9.769544 -0.55 0.55 -0.18 0.000
C -1.482675 -16.537594 -21.855818 -1.84 0.16 0.16 0.000
C -2.152141 -17.487844 -21.076761 1.34 -0.29 1.05 0.000
C -1.538317 -17.994791 -19.913382 0.49 0.34 -1.01 0.000
C -0.249934 -17.526514 -19.561282 -2.02 0.05 -1.11 0.000
C 0.346957 -16.548315 -20.355809 1.03 -0.75 0.94 0.000
C -0.259581 -16.041903 -21.475881 0.44 -0.27 0.00 0.000
N 0.313352 -17.961354 -18.293637 1.73 1.97 -0.45 0.000
O -0.326202 -18.625617 -17.560304 -1.92 -2.03 1.16 0.000
O 1.396566 -17.500211 -17.972301 0.61 0.27 -0.48 0.000
H -2.073429 -16.116425 -22.655833 0.39 0.05 -0.46 0.000
H -3.127657 -17.889921 -21.307216 -0.04 0.23 -0.35 0.000
H -2.062868 -18.797481 -19.416447 0.26 0.11 0.58 0.000
H 1.360184 -16.217562 -20.181530 0.01 -0.02 0.56 0.000
H 0.356671 -15.324805 -21.997804 -0.53 0.17 -0.50 0.000
C -1.527008 -21.603288 -18.489897 -0.20 0.40 -0.58 0.000
C -2.319666 -21.136504 -17.459007 -0.73 -1.29 0.01 0.000
C -1.930434 -21.302321 -16.160165 0.73 0.40 1.28 0.000
C -0.647162 -21.812823 -15.877663 -0.92 -0.01 -0.92 0.000
C 0.137041 -22.229058 -16.921677 1.30 -0.14 -0.86 0.000
C -0.271429 -22.114549 -18.268541 -0.60 -0.16 0.98 0.000
N -0.159439 -21.906689 -14.490915 1.68 0.38 0.29 0.000
O -0.825116 -21.373716 -13.653391 -2.14 0.85 1.03 0.000
O 0.935740 -22.353416 -14.190277 -0.09 -0.66 -1.54 0.000
H -1.962345 -21.553731 -19.477019 0.23 -0.11 -0.29 0.000
H -3.366244 -20.974898 -17.670988 -0.02 0.71 0.05 0.000
H -2.592201 -20.990582 -15.365628 0.07 -0.18 0.13 0.000
H 1.134640 -22.581707 -16.705252 0.00 -0.26 0.12 0.000
H 0.253003 -22.510967 -19.125414 0.54 0.00 0.31 0.000
C -3.885369 -19.098425 -13.394100 0.94 0.00 0.77 -0.001
C -3.763769 -19.652421 -12.137165 -0.27 0.29 0.46 0.000
C -4.551349 -19.154160 -11.072521 1.70 -0.86 -0.16 0.000
C -5.381624 -18.079403 -11.259490 -0.50 0.69 -0.73 0.000
C -5.535317 -17.491584 -12.534804 1.28 -1.15 0.45 0.000
C -4.709879 -18.042092 -13.558122 -2.45 1.93 -0.14 0.000
N -6.165414 -17.556868 -10.080119 -1.13 -1.88 0.44 0.000
O -6.870395 -16.601366 -10.229400 -0.08 2.00 -1.17 0.000
O -6.263722 -18.216652 -9.055530 1.46 -0.44 -0.43 0.000
H -3.174244 -19.270514 -14.188511 -0.12 -0.63 -0.05 0.000
H -2.968407 -20.375827 -12.034796 -0.23 -0.30 0.59 0.000
H -4.350522 -19.530325 -10.080266 -0.36 -0.08 0.11 0.000
H -6.176610 -16.632926 -12.668453 0.04 -0.09 -0.12 0.000
H -4.728740 -17.610764 -14.548066 -0.22 0.19 0.13 0.000
C -5.078311 -10.626466 -16.253333 0.57 -0.09 1.49 0.000
C -4.989199 -10.607136 -14.825504 -0.08 0.41 -1.91 0.000
C -4.873348 -11.775943 -14.134040 -0.14 -1.77 0.06 -0.001
C -4.938742 -13.000002 -14.849037 0.33 0.14 -0.70 0.000
C -4.919220 -13.021910 -16.248562 -0.29 -0.43 1.17 0.000
C -4.959405 -11.823786 -16.940679 -0.77 0.44 0.02 0.000
N -4.948102 -14.317318 -14.120665 0.95 -0.69 -0.89 0.000
O -4.904605 -14.252788 -12.912482 -0.21 -0.01 0.19 -0.001
O -4.896817 -15.399086 -14.745126 -0.43 2.50 0.51 0.000
H -5.142696 -9.677378 -16.764680 -0.13 -0.04 -0.17 0.000
H -4.990404 -9.649559 -14.326044 0.05 -0.03 0.13 0.000
H -4.696373 -11.800818 -13.068935 -0.28 0.00 0.05 0.001
H -4.931473 -13.976718 -16.753148 0.04 -0.05 -0.08 0.000
H -5.076653 -11.833972 -18.014245 0.30 -0.03 -0.12 0.000
C -1.334195 -19.833397 -9.024164 -0.62 0.51 0.21 0.000
C -0.683539 -19.493376 -7.858925 1.55 -1.61 -0.11 0.001
C 0.391085 -20.308847 -7.476299 0.41 0.41 0.79 0.000
C 0.885411 -21.396196 -8.232713 -1.20 1.08 0.50 0.000
C 0.170625 -21.702636 -9.381585 0.85 -0.34 0.48 0.000
C -0.919482 -20.920763 -9.773566 0.32 -0.83 -0.09 0.000
N 2.055286 -22.215974 -7.742872 0.45 0.75 1.56 0.000
O 2.269645 -23.343401 -8.143594 -0.67 0.71 -0.54 0.000
O 2.742534 -21.673673 -6.863995 -0.93 -0.41 -1.20 0.000
H -2.195806 -19.212002 -9.218866 -0.20 -0.19 -0.75 0.000
H -0.903227 -18.656134 -7.213043 -0.43 -0.06 -0.14 0.000
H 0.745787 -20.014044 -6.499731 0.84 -0.46 0.02 0.000
H 0.510621 -22.591146 -9.892827 -0.28 0.02 -0.52 0.000
H -1.425339 -21.283001 -10.656334 -0.22 0.34 -0.10 0.000
C 2.781653 -20.274118 -16.355008 0.48 -0.56 -1.40 0.000
C 3.337309 -19.828987 -15.179024 1.52 -0.41 -0.61 0.000
C 4.675850 -20.210182 -14.933938 0.58 -0.58 0.47 0.000
C 5.411073 -21.102109 -15.744219 -2.20 -0.47 -1.11 0.000
C 4.706728 -21.728188 -16.827982 -0.10 1.43 -0.38 0.000
C 3.461968 -21.195249 -17.200854 0.15 0.93 1.82 0.000
N 6.798834 -21.485850 -15.441165 2.29 -2.94 2.36 0.000
O 7.451366 -20.839940 -14.586922 -1.78 -0.50 -2.20 0.000
O 7.232881 -22.623782 -15.843253 -1.73 3.53 0.21 0.000
H 1.858111 -19.897645 -16.769422 -0.28 0.16 0.44 0.001
H 2.853336 -19.098958 -14.547188 -0.02 -0.14 0.19 0.000
H 5.151444 -19.908433 -14.012444 0.16 0.38 -0.04 0.000
H 5.080208 -22.471364 -17.516883 0.75 -0.01 0.37 0.000
H 2.979571 -21.362835 -18.152491 0.21 -0.69 -0.05 0.000
C 3.687124 -16.804750 -11.327892 -0.17 1.13 -0.78 0.000
C 3.142076 -16.538492 -12.596286 1.89 1.09 0.35 -0.001
C 3.814418 -15.578711 -13.436614 -1.39 -0.83 1.13 0.000
C 4.940124 -14.900402 -12.987299 0.70 -0.46 2.24 0.000
C 5.518160 -15.140601 -11.672790 -3.32 -0.35 -1.22 0.000
C 4.738440 -16.016151 -10.844639 2.01 0.17 -1.09 0.000
N 5.467527 -13.770187 -13.783260 1.39 0.37 -0.39 0.000
O 6.476441 -13.153539 -13.388409 -1.85 -1.16 -0.32 0.000
O 4.885112 -13.531829 -14.826970 0.23 0.16 0.44 0.000
H 3.268673 -17.554712 -10.673011 -0.19 0.02 0.05 0.000
H 2.189168 -16.981319 -12.845839 0.18 -0.10 -0.55 0.000
H 3.314637 -15.322350 -14.359053 0.37 0.14 -0.17 0.000
H 6.333186 -14.509646 -11.350244 0.07 -0.26 0.16 0.000
H 5.061767 -16.198480 -9.830441 0.17 0.01 0.11 0.000